{
  "formula": "C51H68BrCoN2O",
  "method": "ωB97M-V/def2-TZVPD",
  "largest_force_ev_per_a": 1.83,
  "e_lumo_ev": [-0.6, -0.5],
  "spin_multiplicity": 1,
  "total_energy_ev": -166687.2473,
  "homo_lumo_gap_ev": [7.00, 7.13],
  "elements": ["Br", "Co", "O", "N", "N", "C", "C", "C", "C", "C", "C", "C", "C", "C", "C", "C", "C", "C", "C", "C", "C", "C", "C", "C", "C", "C", "C", "C", "C", "C", "C", "C", "C", "C", "C", "C", "C", "C", "C", "C", "C", "C", "C", "C", "C", "C", "C", "C", "C", "C", "C", "C", "C", "C", "C", "C", "H", "H", "H", "H", "H", "H", "H", "H", "H", "H", "H", "H", "H", "H", "H", "H", "H", "H", "H", "H", "H", "H", "H", "H", "H", "H", "H", "H", "H", "H", "H", "H", "H", "H", "H", "H", "H", "H", "H", "H", "H", "H", "H", "H", "H", "H", "H", "H", "H", "H", "H", "H", "H", "H", "H", "H", "H", "H", "H", "H", "H", "H", "H", "H", "H", "H", "H", "H"],
  "coordinates": [[-0.32, -0.66, 2.29], [-0.30, -0.24, -0.52], [1.34, 0.36, 0.07], [-1.57, -1.76, -0.62], [-1.63, 1.05, -0.43], [-0.44, 3.21, -0.22], [0.54, -4.09, -1.30], [-1.02, -5.44, 0.02], [-0.10, -0.08, -2.34], [-3.18, -0.27, -1.72], [5.19, 1.15, 5.01], [-0.27, 3.64, -2.68], [5.43, -1.32, 4.69], [0.38, 2.96, -1.47], [-4.52, 2.04, -2.47], [-3.51, -2.27, 2.88], [1.83, 3.42, -1.32], [-2.64, -1.52, -1.31], [1.63, -3.21, -0.72], [2.10, 0.17, 1.13], [-0.30, 4.42, 0.46], [-3.41, 2.13, -1.67], [3.57, -0.40, 6.06], [-1.38, 2.29, 0.25], [-2.17, 2.57, 1.39], [1.53, -0.23, 2.35], [-1.64, 0.98, -5.31], [5.49, -0.35, -0.22], [-3.10, 1.45, 3.46], [4.34, 0.67, -0.13], [-5.02, 0.80, -2.90], [3.58, -0.08, 3.55], [0.86, 0.94, -5.55], [0.23, -3.75, -2.76], [-2.70, 0.98, -1.26], [-2.95, -4.67, 1.17], [-0.36, 0.19, -5.00], [4.17, 0.24, 2.33], [-4.64, 2.07, 1.61], [-0.71, -4.16, -0.44], [-4.35, -0.33, -2.52], [-3.21, 1.61, 1.94], [-0.23, 0.06, -3.53], [-1.08, 4.72, 1.56], [-3.58, -2.28, 1.35], [-1.59, -3.12, -0.09], [3.50, 0.36, 1.12], [4.43, -0.16, 4.82], [2.22, -0.35, 3.54], [-2.68, -3.37, 0.77], [-2.00, 3.80, 2.02], [-2.13, -5.71, 0.79], [-0.44, -1.20, -5.62], [-5.03, -2.44, 0.90], [3.59, 0.61, -1.46], [4.94, 2.08, 0.02], [2.42, 3.07, -2.16], [-3.28, 2.39, 3.98], [1.68, -0.64, 4.43], [-5.50, -3.30, 1.37], [-5.11, -2.56, -0.19], [-4.83, 3.05, 2.06], [3.13, -0.36, -1.62], [-3.81, -3.24, 3.29], [-3.05, 3.10, -1.35], [-5.03, 2.96, -2.76], [5.59, 2.30, -0.83], [-2.12, 1.08, 3.76], [1.78, 0.39, -5.34], [-5.61, -1.55, 1.18], [-5.37, 1.37, 2.02], [-1.58, 1.99, -4.88], [4.91, -2.27, 4.56], [3.06, -1.36, 6.02], [2.26, 3.02, -0.40], [-0.37, -6.25, -0.27], [4.50, 2.00, 5.04], [-2.35, -6.73, 1.10], [0.33, 3.47, -3.58], [4.31, 0.78, -2.27], [0.94, 1.93, -5.11], [-1.27, 3.25, -2.87], [2.57, -3.37, -1.24], [-0.96, 5.67, 2.07], [5.24, 0.41, 2.32], [6.09, -1.17, 3.83], [6.22, -0.24, 0.59], [-0.35, 4.72, -2.53], [-0.55, -4.40, -3.15], [4.21, -0.41, 6.95], [0.42, 5.14, 0.10], [0.94, -5.11, -1.29], [-3.05, 0.64, 1.48], [-0.10, -2.72, -2.87], [-1.30, -1.75, -5.23], [4.15, 2.83, 0.04], [-3.85, 0.74, 3.81], [-3.80, -4.86, 1.81], [-3.23, -1.31, 1.01], [-2.61, 4.04, 2.88], [5.52, 2.18, 0.93], [1.12, -3.88, -3.37], [6.03, -0.22, -1.16], [-4.70, -1.30, -2.83], [-0.55, -1.12, -6.71], [1.40, -2.15, -0.82], [5.10, -1.37, -0.18], [-1.76, 1.08, -6.39], [-5.91, 0.74, -3.51], [0.45, -1.78, -5.40], [1.79, -3.42, 0.34], [-4.81, 2.15, 0.54], [2.83, 0.38, 6.19], [6.06, -1.38, 5.58], [0.77, 1.05, -6.64], [2.81, 1.36, -1.54], [1.92, 4.51, -1.29], [-4.19, -1.52, 3.28], [5.91, 1.33, 4.20], [-3.26, -2.38, -1.57], [-2.51, 0.49, -4.89], [-2.51, -2.05, 3.24], [5.75, 1.13, 5.95], [0.39, 1.90, -1.67]],
  "mulliken_charge": [0.33, -0.70, 0.41, 1.23, 2.13, 0.48, 0.63, -1.19, 0.37, 1.01, -1.62, -1.47, -1.61, 2.73, -0.74, -1.35, -2.46, -0.61, -1.38, -0.49, -0.55, -1.02, -2.11, -1.41, 1.35, 0.69, -1.40, -1.92, -1.65, 2.84, -1.19, -0.16, -1.53, -1.39, 0.51, -0.42, 1.57, -0.67, -1.63, 0.47, -0.55, 2.33, 0.19, -1.66, 2.45, -0.36, -0.22, 1.99, -0.58, 0.38, -0.33, -1.72, -1.79, -1.74, -1.84, -1.69, 0.49, 0.44, 0.52, 0.44, 0.31, 0.36, 0.13, 0.38, 0.55, 0.45, 0.47, 0.23, 0.33, 0.33, 0.46, 0.20, 0.34, 0.37, 0.20, 0.42, 0.34, 0.36, 0.44, 0.70, 0.14, 0.10, 0.52, 0.37, 0.26, 0.31, 0.35, 0.35, 0.43, 0.43, 0.38, 0.74, -1.46, -0.04, 0.26, 0.32, 0.38, 0.42, -1.39, 0.30, 0.30, 0.49, 0.50, 0.50, 0.46, -0.23, 0.33, 0.47, 0.42, 0.29, 0.43, 0.23, 0.42, 0.45, 0.42, -0.20, 0.54, 0.32, 0.33, 0.65, 0.19, 0.24, 0.46, -1.42]
}